ORCA calculation (ωB97M-V/def2-TZVPD) on C2H3NO in the gas phase in a non-equilibrium geometry.

Calculated values
Lowest unoccupied orbital energy in hartree: 0.0053
SMILES: NC=C=O
Gap between HOMO and LUMO in Eh: 0.316

Cartesian coordinates (Å):
C (-1.13312, -0.18930, -0.36124)
C (-2.43812, -0.17688, -0.00650)
N (0.26632, -0.53653, 0.14636)
O (-3.59467, 0.07654, 0.17465)
H (-0.96595, -0.07854, -1.44848)
H (0.14538, -1.36955, 0.72231)
H (0.66871, -0.74846, -0.73461)

Charges in e, computed with Löwdin, in the same order as the atoms: -0.16 -0.17 0.01 0.11 0.11 0.07 0.03

---

ORCA calculation (ωB97M-V/def2-TZVPD) on C2H3NO2 in the gas phase in a non-equilibrium geometry.

Calculated values
Lowest unoccupied orbital energy in hartree: 0.0202
SMILES: [H]/N=C/C(=O)O
Gap between HOMO and LUMO in Eh: 0.393

Cartesian coordinates (Å):
C (-0.24011, -0.30050, -1.01168)
C (0.02829, -0.21679, 0.64957)
N (-0.30495, 0.78748, 1.26327)
O (0.57197, -1.02713, -1.57253)
O (-1.17788, 0.15261, -1.93557)
H (0.71898, -1.14798, 0.88006)
H (-0.06478, 0.93239, 2.31512)
H (-0.80462, -0.11392, -2.89793)

Charges in e, computed with Löwdin, in the same order as the atoms: -0.39 -0.16 0.09 0.01 0.00 0.15 0.12 0.19

---

ORCA calculation (ωB97M-V/def2-TZVPD) on C2H3NO2 in the gas phase in a non-equilibrium geometry.

Calculated values
Lowest unoccupied orbital energy in hartree: 0.0228
SMILES: O=CNC=O
Gap between HOMO and LUMO in Eh: 0.404

Cartesian coordinates (Å):
C (0.94389, 0.51485, -0.58825)
C (-0.93952, -0.24100, 0.75636)
H (1.92065, 0.16124, -1.18485)
H (0.07305, -1.32088, -0.66646)
H (-1.25254, 0.80020, 1.16355)
N (-0.06100, -0.41694, -0.31600)
O (0.88671, 1.70342, -0.26642)
O (-1.57124, -1.20089, 1.10207)

Charges in e, computed with Löwdin, in the same order as the atoms: -0.30 -0.30 0.16 0.12 0.17 0.09 0.01 0.05

---

ORCA calculation (ωB97M-V/def2-TZVPD) on C2H3NO2 in the gas phase.

Calculated values
Lowest unoccupied orbital energy in hartree: -0.0048
SMILES: NC(=O)C=O
Gap between HOMO and LUMO in Eh: 0.364

Cartesian coordinates (Å):
N (-0.02564, 1.11602, -0.41282)
C (0.36609, 0.17947, 0.47457)
O (1.08533, 0.34967, 1.44161)
C (-0.22687, -1.19237, 0.10551)
O (-1.18760, -1.29287, -0.62146)
H (0.30277, 2.06422, -0.33475)
H (-0.62495, 0.84037, -1.17579)
H (0.31087, -2.06451, 0.52312)

Charges in e, computed with Löwdin, in the same order as the atoms: 0.17 -0.51 0.06 -0.14 0.07 0.12 0.10 0.13

---

ORCA calculation (ωB97M-V/def2-TZVPD) on C2H3NO2 in the gas phase in a non-equilibrium geometry.

Calculated values
Lowest unoccupied orbital energy in hartree: 0.0073
Gap between HOMO and LUMO in Eh: 0.297

Cartesian coordinates (Å):
C (0.16328, -0.15388, 0.30449)
C (-0.84180, 0.69494, 0.75172)
N (1.05599, -0.68362, -0.17742)
O (1.11026, -1.33070, -2.27255)
O (1.81314, -1.11783, -1.07853)
H (-0.60981, 0.78142, 1.81395)
H (-0.85184, 1.54571, 0.05127)
H (-1.83922, 0.26395, 0.60707)

Charges in e, computed with Löwdin, in the same order as the atoms: -0.02 -0.02 0.09 -0.25 -0.14 0.11 0.12 0.11

---

ORCA calculation (ωB97M-V/def2-TZVPD) on C2H3NO2 in the gas phase in a non-equilibrium geometry.

Calculated values
Lowest unoccupied orbital energy in hartree: -0.0138
Gap between HOMO and LUMO in Eh: 0.300

Cartesian coordinates (Å):
C (-0.52573, 0.13875, -1.07670)
C (-0.12109, -0.25613, 1.45692)
N (0.30601, 0.08251, -0.04767)
O (1.56933, 0.42231, 0.04411)
O (-1.11533, -0.85858, 1.61085)
H (-0.20234, 0.27189, -2.19135)
H (-1.50163, -0.32231, -0.85697)
H (1.59078, 0.52156, 1.06082)

Charges in e, computed with Löwdin, in the same order as the atoms: 0.12 -0.23 -0.23 0.01 0.01 0.13 0.09 0.10

---

ORCA calculation (ωB97M-V/def2-TZVPD) on C2H3NO2 in the gas phase in a non-equilibrium geometry.

Calculated values
Lowest unoccupied orbital energy (alpha / beta) in hartree: -0.0271 / -0.0105
Gap between HOMO and LUMO (alpha / beta) in Eh: 0.279 / 0.314

Cartesian coordinates (Å):
C (-0.31691, 0.09603, -0.07563)
C (0.46311, -0.98281, -0.29425)
N (-1.71336, 0.01459, -0.05178)
O (-2.30773, -1.06851, 0.10674)
O (1.77320, -1.06834, 0.16905)
H (0.12051, 1.15877, -0.23929)
H (-2.25553, 0.78578, -0.37525)
H (2.14385, -1.71434, -0.33476)

Charges in e, computed with Löwdin, in the same order as the atoms: -0.12 -0.04 -0.16 -0.03 0.03 0.15 0.14 0.03

---

ORCA calculation (ωB97M-V/def2-TZVPD) on C2H3NO2 in the gas phase.

Calculated values
Lowest unoccupied orbital energy in hartree: 0.0158
Gap between HOMO and LUMO in Eh: 0.350

Cartesian coordinates (Å):
N (0.68391, 0.05174, -1.12398)
C (-0.35997, -0.41937, -0.39431)
O (-1.39150, -0.87628, -0.86039)
C (-0.19165, -0.46320, 1.10071)
O (-0.49365, 0.72845, 1.56055)
H (0.66816, -0.06379, -2.12624)
H (1.53995, 0.35160, -0.68619)
H (-0.45526, 0.69086, 2.52984)

Charges in e, computed with Löwdin, in the same order as the atoms: 0.17 -0.60 0.05 0.02 0.04 0.11 0.10 0.11

---

What total energy values result from the calculations? In sequence: -5657.878, -7705.637, -7707.278, -7707.580, -7699.714, -7703.206, -7702.052, -7705.358 eV.
What ΔE to the lowest compared entry with this formula, charge and spin values result from the calculations? In sequence: 195.5, 212.9, 54.5, 25.3, 784.3, 447.4, 558.7, 239.8 kJ/mol.